Entry from the OMol25 dataset: 6 unconnected molecules or ions with the total composition C26H56O12 (wB97M-V/def2-TZVPD).

## Properties
SMILES string: Oc1ccc(O)cc1.COCCOC.COCCOC.COCCOC.COCCOC.COCCOC
HOMO, eV: -7.354
Calculated total energy, eV: -52429.703
HOMO-LUMO gap, Ha: 0.297

Geometry as XYZ:
```
94
Properties=species:S:1:pos:R:3:forces:R:3
O 15.727370 -1.950390 -24.318520 -1.032 -0.380 0.216
C 15.129520 -2.118680 -25.567310 2.165 0.926 -0.388
C 13.775460 -2.050450 -25.722390 0.995 0.284 4.081
C 13.214880 -2.009480 -26.915850 -0.832 0.000 -3.502
C 14.062910 -2.107330 -28.030160 0.569 -1.317 -0.813
O 13.472770 -2.309510 -29.233690 -2.249 0.421 0.064
C 15.451720 -2.158820 -27.925860 -0.404 1.252 0.199
C 15.982760 -2.020520 -26.655900 -0.217 -0.775 0.778
H 16.566320 -2.417020 -24.323130 0.335 0.055 -0.073
H 13.346500 -1.894800 -24.743530 -1.111 -0.161 -0.143
H 12.159960 -1.904340 -27.121970 -0.113 -0.094 0.226
H 13.912200 -2.505010 -30.064520 1.340 0.309 0.380
H 16.007280 -2.005220 -28.839180 0.326 -0.363 -0.034
H 16.996630 -1.851800 -26.324220 0.554 -0.084 -0.936
C 13.292700 -2.187180 -32.419660 -0.430 -0.505 0.500
O 14.553740 -1.859620 -31.832590 -0.387 2.236 -0.751
C 14.889980 -0.453800 -32.186430 -1.244 -1.048 0.883
C 16.238640 -0.044530 -31.742620 0.130 0.677 -0.398
O 16.489980 -0.042310 -30.343510 0.359 -0.413 -0.317
C 15.674750 0.882300 -29.572110 0.249 -1.066 -1.443
H 12.924470 -3.085270 -31.923730 0.600 -0.696 -0.596
H 13.359520 -2.236460 -33.506490 0.085 -0.412 -0.015
H 12.427310 -1.565200 -32.190890 0.438 1.167 0.208
H 14.210770 0.267590 -31.732150 -0.780 -0.457 0.143
H 14.808030 -0.297120 -33.261990 0.067 -0.280 -0.200
H 16.335790 0.963700 -32.145280 0.004 0.601 0.138
H 16.905020 -0.576560 -32.421570 0.950 -0.607 1.238
H 15.744380 1.853970 -30.061100 0.012 0.318 0.353
H 16.038340 0.859140 -28.544810 -0.010 0.096 -0.243
H 14.648580 0.520320 -29.635730 -0.177 0.204 0.419
C 19.803400 -0.718840 -27.614360 0.738 0.574 -0.517
O 19.401400 -1.250270 -26.384570 0.799 -0.877 1.330
C 20.476390 -1.925650 -25.653860 -1.148 0.098 0.006
C 20.220790 -2.106900 -24.090190 1.351 -1.669 -2.852
O 18.987890 -2.763690 -23.791380 0.141 1.288 0.234
C 18.769170 -2.863720 -22.375870 1.010 0.534 -0.597
H 20.645320 -0.049410 -27.437880 0.169 0.332 -0.137
H 19.017410 -0.149160 -28.110120 -0.332 0.018 0.517
H 20.132340 -1.403870 -28.395800 0.044 -0.703 0.304
H 21.469140 -1.498430 -25.795410 -0.047 1.360 0.377
H 20.749250 -2.848700 -26.165340 -1.040 -0.844 0.186
H 20.660350 -1.261220 -23.561330 -1.583 0.716 0.500
H 21.023470 -2.821560 -23.908320 0.226 -0.569 0.318
H 19.431950 -3.621140 -21.957370 -0.246 -0.459 0.068
H 17.712670 -3.041980 -22.175570 0.181 -0.051 -0.051
H 19.122080 -1.930170 -21.937660 -0.489 0.211 0.327
C 23.504990 0.893850 -29.530990 -1.366 0.371 0.943
O 22.802510 0.476980 -30.682250 0.744 -2.109 -0.324
C 22.749600 -0.981690 -30.804450 -0.109 0.064 0.569
C 21.548770 -1.332000 -31.667070 -1.497 1.777 0.168
O 20.387580 -1.077990 -30.818280 0.401 -0.309 0.191
C 19.271880 -1.835990 -31.167690 -0.794 -0.685 0.259
H 24.385290 0.342690 -29.200230 0.437 -0.037 -0.840
H 22.827010 0.779350 -28.685220 -0.235 -0.074 0.360
H 23.646670 1.972690 -29.595380 0.488 -0.161 -0.284
H 22.604490 -1.522900 -29.869500 -0.841 0.697 0.840
H 23.720940 -1.449310 -30.965490 0.345 0.497 -1.479
H 21.405240 -2.277410 -32.190230 0.765 -0.392 0.498
H 21.385450 -0.555220 -32.414090 0.750 0.000 -0.512
H 19.438770 -2.896690 -30.980170 0.275 -0.362 -0.333
H 18.905590 -1.692630 -32.184250 0.384 0.048 -0.404
H 18.396300 -1.626610 -30.553190 0.307 0.633 0.352
C 10.210050 -8.084050 -28.356870 0.909 0.769 0.264
O 11.084170 -6.920620 -28.336930 -1.018 -1.144 -0.415
C 11.708080 -6.832900 -29.591690 1.225 1.225 -0.060
C 12.552180 -5.546220 -29.632430 0.612 0.674 -0.758
O 13.472560 -5.483030 -30.751400 -0.540 -0.136 0.510
C 14.603320 -6.348950 -30.646440 -0.829 1.103 0.229
H 10.732610 -8.972060 -28.712500 0.328 -0.020 -0.176
H 9.394670 -7.890760 -29.053930 -0.365 -0.060 0.347
H 9.938220 -8.306100 -27.324930 -0.445 0.334 -0.188
H 11.058450 -6.747920 -30.462820 -0.653 -0.361 0.113
H 12.342010 -7.710510 -29.718410 0.227 -0.120 -0.209
H 13.054150 -5.328610 -28.689680 0.374 -0.503 0.186
H 11.989710 -4.627660 -29.799690 -0.674 -0.329 0.089
H 14.306620 -7.319650 -31.043680 0.582 -0.252 0.244
H 14.895730 -6.317090 -29.596880 0.277 -0.716 0.079
H 15.400620 -5.867820 -31.212940 -0.014 -0.330 -0.225
C 21.022850 -8.155340 -23.872090 -1.939 0.897 0.731
O 20.283010 -6.895650 -24.142180 0.306 -1.428 -0.249
C 18.978200 -7.154750 -24.704240 -0.407 -0.977 2.040
C 17.956880 -6.113830 -24.264160 0.542 1.276 -0.363
O 16.666590 -6.656070 -23.999780 -0.600 0.469 0.313
C 15.781880 -5.789520 -23.174910 1.777 -0.365 -1.234
H 20.533130 -8.669290 -23.044960 -0.586 -0.080 0.094
H 21.988620 -7.970170 -23.401870 0.284 0.424 -1.088
H 20.922230 -8.843580 -24.711310 0.783 0.242 -0.224
H 18.500680 -8.022650 -24.249480 0.602 -0.911 -0.193
H 18.958640 -7.244380 -25.790380 0.465 -0.094 -0.013
H 18.095790 -5.480450 -25.140310 -1.562 1.133 0.072
H 18.272430 -5.529050 -23.400120 0.419 -0.195 0.120
H 16.331980 -5.494080 -22.281490 -0.081 -0.234 0.304
H 14.865640 -6.331710 -22.941180 0.292 -0.047 -0.152
H 15.580820 -4.862900 -23.712540 -0.309 -0.048 -0.184
```
Forces are in eV/Å.

Entry from the OMol25 dataset: a gas-phase ion, C26H57N10 (charge +1) (wB97M-V/def2-TZVPD).

## Properties
HOMO, eV: -11.602
Charge: +1
Calculated total energy, eV: -42786.674
HOMO-LUMO gap, Ha: 0.362
Energy relative to the best compared isomer or geometry (same formula, charge and spin), kcal/mol: 7.8

Geometry as XYZ:
```
93
Properties=species:S:1:pos:R:3:forces:R:3
C -6.998424 -0.570641 -0.115718 0.227 0.000 -0.124
C -5.571633 -0.036689 -0.092238 -0.223 0.125 0.228
C -5.263861 0.693460 1.213779 0.318 -0.106 -0.182
H -5.996153 1.488173 1.360651 -0.108 0.025 0.080
C -3.851075 1.279369 1.257265 -0.214 0.118 -0.174
H -3.583669 1.498993 2.293416 0.126 0.015 0.046
H -3.150398 0.520308 0.896265 0.078 -0.098 0.038
C -3.689385 2.565276 0.432921 0.261 -0.022 0.400
C -4.232278 3.780408 1.195013 -0.076 -0.057 -0.342
C -4.535108 4.972367 0.294470 0.043 -0.101 0.202
H -5.262864 4.700567 -0.466989 -0.075 0.010 -0.099
H -4.948693 5.786922 0.882941 -0.030 0.137 -0.029
H -3.639792 5.339851 -0.201167 0.060 0.093 -0.094
H -3.512413 4.072801 1.962788 0.008 -0.051 0.128
H -5.152701 3.492561 1.704382 0.025 -0.015 0.114
H -4.250048 2.462981 -0.502211 0.004 0.017 -0.062
C -2.210710 2.783026 0.072348 -0.422 0.071 0.132
N -1.738612 1.811791 -0.889494 -0.009 -0.086 -0.215
C -0.857674 0.804946 -0.675569 -0.399 0.137 -0.249
N -0.319022 0.453582 0.434916 -0.032 0.226 0.450
H -0.553395 1.023719 1.237369 -0.145 0.118 -0.024
N -0.446082 0.117544 -1.803499 0.223 0.240 -0.430
C -1.177653 -0.729629 -2.450142 -0.185 0.090 0.291
N -0.591345 -1.440379 -3.447412 -0.242 -0.177 -0.164
H 0.297238 -1.099808 -3.771998 -0.008 -0.016 0.037
N -2.488241 -0.967642 -2.175992 -0.063 0.259 0.099
C -3.127353 -2.252435 -2.397935 0.205 -0.506 -0.004
H -4.191888 -2.122992 -2.194367 0.035 0.008 -0.113
C -2.540390 -3.344428 -1.495718 -0.202 0.287 0.111
C -2.830006 -3.085927 -0.016483 0.073 -0.295 -0.097
H -3.903806 -3.191976 0.151730 -0.061 0.110 0.004
C -2.088735 -4.052181 0.909281 0.095 0.159 -0.089
C -0.610235 -3.715400 1.108639 -0.269 0.070 0.192
H -0.107263 -3.608862 0.145847 0.115 -0.035 -0.047
C -0.397547 -2.438679 1.934944 -0.126 -0.325 -0.443
N 0.972884 -2.307339 2.387509 -0.026 0.084 0.400
C 2.049717 -1.946349 1.640238 0.214 -0.184 0.202
N 3.262740 -2.221250 1.947443 0.428 -0.136 0.216
H 3.386110 -2.787878 2.776389 -0.206 -0.047 -0.004
N 1.778191 -1.200833 0.500127 -0.468 -0.130 0.232
H -1.179095 -1.878905 -4.135178 0.054 0.007 -0.031
H 0.872977 -0.640300 0.467028 0.157 -0.061 0.010
C 2.710378 -0.827810 -0.407763 0.601 -0.249 -0.250
N 2.272125 -0.167665 -1.478634 0.262 0.065 0.028
H 2.932821 0.159276 -2.160280 0.050 0.052 0.052
N 3.974602 -1.152187 -0.234559 -0.209 -0.075 0.183
H 4.118597 -1.638778 0.678126 0.017 0.060 -0.171
C 5.065974 -0.804246 -1.114018 -0.024 0.476 -0.250
H 5.918868 -1.420372 -0.827915 -0.032 -0.061 -0.067
H 4.796269 -1.070805 -2.143016 0.061 -0.048 0.041
C 5.466394 0.685152 -1.051028 0.318 -0.222 -0.148
C 6.357459 0.982284 0.160617 -0.294 -0.034 0.103
H 7.281206 0.407745 0.059687 0.107 0.016 -0.096
H 6.624494 2.039256 0.135305 0.106 0.039 -0.005
C 5.745589 0.685887 1.530877 -0.029 0.301 -0.200
C 4.491830 1.501301 1.840248 0.121 -0.269 0.206
C 3.949221 1.169522 3.224733 -0.030 0.121 -0.190
H 4.691498 1.386816 3.988546 0.059 0.013 0.137
H 3.057208 1.753433 3.438717 -0.100 0.040 0.110
H 3.693977 0.113727 3.283815 -0.030 -0.112 0.056
H 4.730794 2.565495 1.785886 -0.027 0.061 -0.111
H 3.713327 1.296615 1.102320 -0.023 0.083 -0.096
H 6.499565 0.922647 2.285053 0.009 -0.096 0.073
H 5.519725 -0.376092 1.629044 0.050 -0.068 0.122
H 4.557431 1.289856 -0.971349 -0.060 0.003 -0.032
C 6.180292 1.069332 -2.356617 -0.230 0.185 0.175
C 6.386655 2.571098 -2.520124 0.071 -0.238 -0.024
H 5.444265 3.103537 -2.409205 -0.094 0.104 0.010
H 6.784872 2.783651 -3.508831 0.039 0.104 -0.068
H 7.089387 2.957863 -1.788620 0.060 0.111 0.060
H 5.587962 0.713055 -3.204505 0.022 -0.094 -0.037
H 7.146255 0.563356 -2.399499 0.041 -0.124 -0.062
H 1.206765 -2.904875 3.168696 0.084 0.153 -0.132
H -0.666409 -1.552339 1.360651 -0.105 -0.101 0.167
H -1.026471 -2.472657 2.827907 -0.003 0.086 -0.052
H -0.138448 -4.548628 1.635195 0.085 0.010 -0.035
H -2.171664 -5.061947 0.503569 -0.062 -0.067 0.060
H -2.577086 -4.051638 1.885748 -0.022 -0.092 0.048
H -2.550915 -2.064148 0.246791 -0.071 0.151 0.032
H -2.966055 -4.306002 -1.784518 0.043 -0.086 -0.023
H -1.462534 -3.388905 -1.662820 0.043 -0.087 -0.072
H -3.023142 -2.536682 -3.447600 -0.152 0.042 0.029
H -2.835239 -0.473406 -1.364724 0.058 0.067 -0.079
H 1.262037 -0.008396 -1.624079 0.057 -0.031 -0.104
H -2.031953 1.957855 -1.843207 0.180 -0.079 0.005
H -1.599684 2.719323 0.975912 -0.020 0.086 -0.043
H -2.075288 3.780847 -0.352909 0.091 -0.058 0.084
H -5.378717 -0.012115 2.039220 -0.100 0.018 0.049
H -5.429451 0.636263 -0.941103 0.094 -0.002 -0.075
H -4.875754 -0.872652 -0.203613 0.126 -0.027 -0.036
H -7.161473 -1.260184 0.709283 -0.070 -0.079 0.080
H -7.198400 -1.095453 -1.047102 -0.113 -0.066 -0.056
H -7.711490 0.244663 -0.023930 -0.118 0.058 0.009
```
Forces are in eV/Å.